1.
83
Properties=species:S:1:pos:R:3:mulliken_charge:R:1 method="wB97M-V/def2-TZVPD" e_tot_ha=-7609.543125 smiles=COCCCCCc1cnc2cc(S)c(CCC(F)(F)F)c(CC[C@@](F)(Br)C(F)(F)Br)c2n1.C1CCOC1.C1CCOC1 homo_lumo_gap_ev=8.23 e_homo_ev=-8.716 largest_force_ev_per_a=3.93
C 4.75619 -0.44784 2.34668 -0.591
O 3.65151 0.22470 1.70498 -0.285
C 4.26827 1.15553 0.78267 -0.216
C 3.05486 1.89542 0.04897 -0.866
C 2.31854 0.80795 -0.84363 -0.021
C 1.35003 1.55416 -1.84972 -0.893
C 0.09110 0.62654 -2.13009 0.012
C -1.13686 1.03320 -1.22682 0.286
C -1.71562 2.40033 -1.40454 -0.608
N -2.76186 2.93163 -0.72216 -0.665
C -3.25959 1.97803 0.16099 0.363
C -4.43537 2.38846 1.00958 -0.440
C -5.08955 1.52217 1.96048 0.657
S -6.49016 2.14910 2.95013 -0.236
C -4.55499 0.09472 2.11798 -0.032
C -5.30696 -0.81817 3.14375 -1.280
C -6.80416 -1.18069 2.68763 -0.630
C -6.95717 -1.34389 1.13946 0.756
F -8.13390 -2.08581 0.93295 -0.312
F -5.95394 -2.07900 0.54486 -0.217
F -7.15014 -0.16320 0.46014 -0.239
C -3.40789 -0.33694 1.32059 0.243
C -2.81572 -1.79558 1.49498 -0.639
C -2.80079 -2.63219 0.15310 -1.224
C -1.50895 -3.49407 -0.08428 0.427
F -1.54704 -3.88942 -1.44925 -0.203
Br 0.19428 -2.53632 0.15109 -0.032
C -1.44830 -4.84673 0.78509 0.459
F -2.22881 -4.81951 1.91189 -0.210
F -0.11503 -5.07941 1.13577 -0.214
Br -1.89662 -6.38561 -0.40155 -0.147
C -2.74739 0.61281 0.34320 -0.104
N -1.64396 0.12884 -0.35092 0.154
H 5.35869 -1.06518 1.60909 0.280
H 4.41493 -1.14947 3.15811 0.245
H 5.42197 0.35734 2.78508 0.166
H 4.89120 1.93576 1.29940 0.190
H 4.81282 0.57730 -0.01467 0.334
H 2.32776 2.30911 0.80674 0.336
H 3.51838 2.72902 -0.54430 0.271
H 1.67745 0.20798 -0.12851 -0.074
H 3.04010 0.12436 -1.38115 0.328
H 1.82148 1.78543 -2.84734 0.374
H 1.00607 2.54214 -1.41840 0.419
H -0.28838 0.71720 -3.19427 0.496
H 0.32704 -0.45760 -1.96157 -0.412
H -1.23739 3.05847 -2.18315 0.383
H -4.83433 3.43209 0.90642 0.368
H -6.07431 1.93590 4.24254 0.189
H -4.73831 -1.72274 3.46903 0.492
H -5.44211 -0.18714 4.07493 0.327
H -7.11136 -2.17136 3.13718 0.365
H -7.53463 -0.43065 3.10588 0.318
H -3.41850 -2.39392 2.23899 0.116
H -1.80247 -1.66866 1.97108 0.506
H -2.90797 -1.96439 -0.74861 0.524
H -3.69666 -3.32461 0.16278 0.445
C 6.64463 5.51650 3.41569 -0.562
C 6.02561 6.11858 2.16928 -0.573
C 6.08021 4.95387 1.19745 -0.405
O 5.96908 3.75677 1.97932 -0.336
C 6.12771 4.09039 3.36530 -0.495
H 6.37335 6.03489 4.33576 0.331
H 7.73523 5.52241 3.32852 0.267
H 4.98492 6.39206 2.36706 0.274
H 6.54651 7.00354 1.80271 0.346
H 7.03837 4.92187 0.66820 0.292
H 5.27612 4.98519 0.45933 0.217
H 5.14673 4.00660 3.84529 0.281
H 6.80806 3.37971 3.83816 0.303
C -0.60118 -4.02104 -4.66903 -0.405
C -0.23305 -4.56337 -6.03680 -0.630
C 0.62782 -3.44518 -6.59694 -0.465
O 1.27595 -2.82376 -5.48029 -0.425
C 0.66901 -3.29361 -4.26898 0.267
H -0.89357 -4.79071 -3.95459 0.244
H -1.42695 -3.30897 -4.76154 0.291
H 0.36281 -5.47441 -5.92651 0.278
H -1.09410 -4.79353 -6.66525 0.366
H 0.01715 -2.68554 -7.09704 0.270
H 1.37921 -3.80651 -7.30197 0.289
H 1.37698 -3.97132 -3.77970 0.229
H 0.47789 -2.45003 -3.60266 -0.291



2.
17
Properties=species:S:1:pos:R:3:mulliken_charge:R:1 method="wB97M-V/def2-TZVPD" e_above_lowest_kj_mol=173.2 e_tot_ha=-992.797324 smiles="C=C[C@H](S)[C@@H](C)S" homo_lumo_gap_ev=9.66 e_homo_ev=-8.898 largest_force_ev_per_a=4.72
C 2.28844 -1.05883 -0.59024 -0.654
C 1.39257 -0.44117 0.12331 -0.315
C 0.02561 0.06753 -0.59947 -0.134
S 0.02219 1.82575 -1.08074 -0.215
C -1.12085 -0.33888 0.25800 -0.259
C -1.53845 0.64408 1.41335 -1.650
S -2.60693 -0.34606 -0.85992 -0.199
H 3.19273 -1.45279 -0.06607 0.277
H 2.13195 -1.06212 -1.73841 0.223
H 1.22470 -0.28469 1.14007 0.376
H 0.06645 -0.41022 -1.48276 0.575
H 1.37678 1.86784 -1.27474 0.134
H -1.14787 -1.43421 0.44990 0.319
H -2.19224 0.23777 2.12134 0.439
H -1.86670 1.53764 1.08888 0.538
H -0.70746 0.79394 1.96517 0.431
H -3.13282 0.81118 -0.36060 0.114